1.
Molecular formula: C4H6S2
Method: DFT, wB97M-V/def2-TZVPD

HOMO-LUMO gap in eV: 8.03
Electronic energy in hartree: -952.278710
F_max in Eh/bohr: 0.1079
Multiplicity: 1
Energy above the lowest of the compared OMol25 structures with the same formula, charge and spin in eV: 2.468

Element x y z (Å)
S  -0.59417  1.63812  0.04795
S  -1.38785  -1.16114  -0.36956
C  1.85045  -0.49799  0.20428
C  1.84821  -0.04857  -1.06214
C  0.65324  -0.68020  1.07114
C  -0.50140  0.01033  0.42603
H  2.74900  -0.08829  -1.63676
H  2.80822  -0.86705  0.56571
H  0.32707  -1.62695  1.38211
H  1.07719  -0.19364  2.07756
H  0.85756  0.62334  -1.23986
H  0.79022  1.81945  0.16107

Cartesian forces (eV/Å) of the 6 atoms listed first:
0.8 1.7 0.4
-0.7 1.4 0.5
1.1 -1.4 -1.7
-2.8 1.8 1.8
2.1 4.1 3.0
-0.8 -3.8 -1.1

---

2.
Molecular formula: C4H6S3
Method: DFT, wB97M-V/def2-TZVPD

HOMO-LUMO gap in eV: 8.42
Electronic energy in hartree: -1350.427316
F_max in Eh/bohr: 0.1113
Multiplicity: 1
Energy above the lowest of the compared OMol25 structures with the same formula, charge and spin in eV: 3.259

Element x y z (Å)
S  -1.77922  -0.08068  1.11087
S  -1.10171  -0.35284  -2.21692
S  0.19635  2.23269  -1.09203
C  0.55828  1.36269  0.57319
C  -0.62487  0.49795  -1.07157
C  0.53627  -1.24801  0.18127
C  -0.16562  0.08432  0.23520
H  -0.04626  -1.78268  -0.61445
H  1.81248  1.25254  0.39851
H  1.62634  -0.89344  0.01696
H  0.74505  -2.12541  1.08336
H  -2.15900  -0.82389  -0.22331
H  0.40191  1.87676  1.61891

Cartesian forces (eV/Å) of the 6 atoms listed first:
-0.9 -1.4 -2.5
-2.4 -2.5 -4.5
-1.7 -2.4 1.7
4.8 1.5 0.9
3.3 4.7 0.4
2.8 -2.1 1.4

---

3.
Molecular formula: C4H6SSi
Method: DFT, wB97M-V/def2-TZVPD

HOMO-LUMO gap (alpha / beta) in eV: 7.68 / 6.47
Expectation value of S²: 2.083
Electronic energy in hartree: -843.398141
F_max in Eh/bohr: 0.0750
Multiplicity: 3

Element x y z (Å)
S  -0.41086  0.54596  -1.40231
Si  -0.77039  -2.19171  -0.06224
C  1.20392  1.95300  1.22649
C  -0.56034  -0.41741  -0.06035
C  0.74523  2.62647  0.19712
C  0.04394  2.09845  -1.08210
H  1.10401  0.91729  1.54057
H  0.57581  -2.81902  0.13661
H  0.13126  2.81489  -1.97312
H  -1.47414  -2.67580  -1.46562
H  -1.68517  -2.62307  1.20814
H  0.88322  3.73049  -0.05938

Cartesian forces (eV/Å) of the 6 atoms listed first:
-0.9 -2.4 0.4
-1.8 -1.9 -0.3
-0.5 -0.3 -0.1
0.8 2.6 -0.8
-1.1 1.1 -3.5
2.1 2.4 1.8

---

4.
Molecular formula: C4H6Si2
Method: DFT, wB97M-V/def2-TZVPD

HOMO-LUMO gap (alpha / beta) in eV: 6.80 / 6.92
Electronic energy in hartree: -734.807204
F_max in Eh/bohr: 0.0517
Multiplicity: 1
Energy above the lowest of the compared OMol25 structures with the same formula, charge and spin in eV: 0.865

Element x y z (Å)
Si  0.55160  -0.13509  1.50861
Si  -0.81804  0.01524  -1.10527
C  0.99508  1.41008  0.54963
C  0.41608  1.41847  -0.66145
C  -0.18630  -1.64228  -0.55591
C  -0.88865  -0.91256  0.46057
H  -2.07977  0.45672  -2.01092
H  -1.65642  -1.38457  1.08964
H  1.65948  -1.08310  1.70892
H  1.50728  2.17499  1.17731
H  -0.12153  -2.68461  -0.92972
H  0.62118  2.36671  -1.23140

Cartesian forces (eV/Å) of the 6 atoms listed first:
-0.5 -0.2 -0.5
0.5 1.2 -0.6
-0.3 -1.3 1.3
0.2 2.1 -0.7
0.3 0.6 -1.3
-1.3 -1.7 1.6

---

5.
Molecular formula: C4H7AgO2
Method: DFT, wB97M-V/def2-TZVPD

HOMO-LUMO gap (alpha / beta) in eV: 4.97 / 4.97
Electronic energy in hartree: -453.662951
F_max in Eh/bohr: 0.1506
Multiplicity: 1
Energy above the lowest of the compared OMol25 structures with the same formula, charge and spin in eV: 7.092

Element x y z (Å)
Ag  1.96755  -1.66807  -2.53871
O  0.95063  -0.45938  -0.59360
O  0.58974  -2.01281  0.94024
C  1.22008  -1.70269  -0.11982
C  0.19500  0.65360  0.04688
C  -0.26275  1.53165  -1.10117
C  -0.67148  -0.80430  1.44465
H  -1.56165  -0.44667  1.98605
H  -0.89022  0.98508  -1.83127
H  0.27695  1.27665  0.94639
H  -0.86583  2.35893  -0.69632
H  -0.12202  -0.15633  2.14661
H  -1.41254  -1.51062  1.02972
H  0.58653  1.95498  -1.65964

Cartesian forces (eV/Å) of the 6 atoms listed first:
-0.2 -0.4 1.2
1.1 3.2 0.3
6.0 -2.2 -4.4
-2.6 -0.9 2.4
-2.8 -2.9 0.4
-1.0 -0.5 0.0

---

6.
Molecular formula: C4H7BeO2
Method: DFT, wB97M-V/def2-TZVPD

HOMO-LUMO gap (alpha / beta) in eV: 7.54 / 7.54
Electronic energy in hartree: -321.413548
F_max in Eh/bohr: 0.0867
Total charge: +1
Multiplicity: 1
Energy above the lowest of the compared OMol25 structures with the same formula, charge and spin in eV: 2.008

Element x y z (Å)
O  1.79523  -1.47559  -0.05020
O  1.23543  1.95497  0.11949
C  -0.93354  0.49133  -0.23834
C  0.17297  1.75802  0.82321
C  0.59229  -1.83124  -0.44588
C  -0.53442  -0.87462  -0.29855
Be  1.54164  0.16485  0.12449
H  0.11549  -1.17152  -1.58379
H  -1.86498  0.67607  0.30833
H  -1.37975  -1.47607  0.07295
H  -0.52004  2.61433  0.94791
H  0.37415  1.05071  1.65860
H  -0.92418  0.99938  -1.21099
H  0.32973  -2.88062  -0.22724

Cartesian forces (eV/Å) of the 6 atoms listed first:
0.4 3.5 -0.8
3.1 -3.0 -1.3
1.0 3.1 0.7
-1.6 -2.2 -0.1
-1.5 2.4 2.2
-0.7 -3.4 0.6

---

7.
Molecular formula: C4H7Br
Method: DFT, wB97M-V/def2-TZVPD

HOMO-LUMO gap (alpha / beta) in eV: 8.45 / 8.45
Electronic energy in hartree: -2730.526090
F_max in Eh/bohr: 0.0753
Multiplicity: 1
Energy above the lowest of the compared OMol25 structures with the same formula, charge and spin in eV: 2.234

Element x y z (Å)
Br  -1.76457  0.06769  2.00529
C  -0.36779  0.42580  -0.14614
C  0.68246  -0.37082  -0.18046
C  0.92367  -1.41759  0.85372
C  -0.94736  1.48540  -1.01221
H  1.31075  -0.56560  -1.10497
H  0.59862  -1.02249  1.80386
H  -2.00420  1.59297  -0.89926
H  2.12000  -1.51096  0.89696
H  0.59670  -2.48689  0.63499
H  -0.44783  2.42134  -0.78276
H  -0.70046  1.38112  -2.06903

Cartesian forces (eV/Å) of the 6 atoms listed first:
1.4 0.6 -2.4
-0.1 -0.4 0.3
-1.3 -1.4 -0.6
3.7 -1.0 0.1
0.8 0.4 0.5
-1.0 1.1 0.8

---

8.
Molecular formula: C4H7Br
Method: DFT, wB97M-V/def2-TZVPD

HOMO-LUMO gap (alpha / beta) in eV: 6.34 / 9.36
Electronic energy in hartree: -2730.388303
F_max in Eh/bohr: 0.0968
Multiplicity: 1
Energy above the lowest of the compared OMol25 structures with the same formula, charge and spin in eV: 5.983

Element x y z (Å)
Br  -3.17610  0.10698  -0.00497
C  -0.46846  1.71196  0.01752
C  1.54188  -0.05963  -0.02055
C  -2.06006  -1.36832  0.08220
C  0.42068  0.84813  -0.03229
H  1.72965  -0.50865  -1.01185
H  -2.11585  -2.10061  -0.83183
H  2.52728  0.60440  -0.07399
H  -1.52524  1.53228  -0.47125
H  1.36072  -0.63390  0.88701
H  -0.47806  2.69097  0.59524
H  -2.18153  -2.01400  1.07529

Cartesian forces (eV/Å) of the 6 atoms listed first:
-0.6 -0.5 0.0
-3.9 3.1 0.2
1.7 2.6 -0.8
-0.6 -3.5 0.4
1.7 -2.2 -0.7
-0.8 -0.9 0.7

---

Q: Look up the electronic energy of the first one.
A: -952.278710 hartree

---

Q: electronic energy of number 2 (C4H6S3)?
A: -1350.427316 hartree